(1)
C5H12N3 | ωB97M-V/def2-TZVPD

Geometry as XYZ:
```
20
Properties=species:S:1:pos:R:3:forces:R:3
C -0.0628 -0.1614 -1.6657 3.48 4.67 3.28
C 0.7220 0.7965 -0.7451 -1.50 -0.91 -0.04
C 0.1277 0.4294 0.6284 0.05 2.31 0.27
C -0.9947 1.4594 1.0038 0.84 -0.26 -2.25
C 0.5226 -2.0318 0.7540 -1.07 -2.13 -0.04
N -0.5673 -1.2191 -1.0403 -1.90 -3.57 0.77
N -0.2252 0.0885 -2.9171 -3.13 -0.87 -6.61
N -0.3616 -0.9652 0.4686 -1.19 2.88 -1.45
H 1.7097 0.5006 -0.7561 2.57 -0.62 0.14
H 0.7786 1.8951 -0.8492 -0.71 -0.48 -0.63
H 0.9268 0.5450 1.3742 -0.39 -0.80 0.01
H -1.7475 1.0686 1.6090 -1.02 -0.71 1.60
H -1.5599 1.7894 0.1034 0.60 -0.17 0.28
H -0.5353 2.3352 1.4461 -0.02 0.01 0.17
H 0.0898 -2.9178 0.2797 0.43 0.01 0.30
H 1.5234 -1.8972 0.5101 1.57 0.80 -1.41
H 0.5854 -2.1253 1.7702 -0.26 -0.65 2.88
H -0.0002 1.0084 -3.3029 -0.25 -0.30 0.25
H -0.8578 -0.5365 -3.5840 1.82 1.69 2.10
H -1.2987 -0.9740 0.8657 0.08 -0.89 0.38
```
Forces are in eV/Å.

Output
Energy (Eh): -361.51659
Total charge: +1
Multiplicity: 3
F_max (hartree/bohr): 0.1432
Energy above the lowest of the compared OMol25 structures with the same formula, charge and spin (kcal/mol): 36.83
LUMO level (alpha / beta) (eV): -2.603 / -6.578



(2)
C27H35N5NiO2P2 | ωB97M-V/def2-TZVPD

Geometry as XYZ:
```
72
Properties=species:S:1:pos:R:3:forces:R:3
Ni -0.6177 1.6997 2.5440 1.04 0.51 1.96
C 4.8180 0.6699 2.6740 0.19 -0.17 -0.94
C 3.9140 1.1748 1.8177 -0.03 0.89 0.15
C 2.9435 0.5541 0.8339 1.33 0.27 -1.40
C 1.7650 -0.1623 1.4801 0.02 -0.67 0.28
C 2.1602 -1.3465 2.4318 -0.30 1.07 -0.42
C 3.4206 -1.7515 2.6689 -0.99 -1.63 -0.55
C 4.6629 -1.6161 1.8390 1.22 0.82 0.38
C 5.6483 -0.5550 2.4806 -0.93 -1.59 0.05
C 0.0376 1.2408 4.5412 -1.23 -2.13 -0.33
H 4.9550 1.1390 3.6192 0.77 1.34 0.18
H 3.8555 2.2729 1.7857 -0.79 -0.37 1.06
H 3.4367 -0.1677 0.1745 -0.32 0.34 -0.19
H 2.6383 1.4023 0.1760 -0.30 -0.78 0.49
H 1.1989 0.6776 1.9887 0.16 -1.02 0.13
H 1.1217 -0.6117 0.6920 0.17 0.49 0.28
H 1.2815 -1.8916 2.8538 0.97 0.75 0.21
H 3.5889 -2.5700 3.3841 -0.58 0.35 -0.01
H 4.5006 -1.2158 0.8335 -0.01 -0.67 0.43
H 5.0960 -2.6299 1.7490 -0.02 0.54 0.03
H 6.1040 -0.8499 3.4479 -0.34 -0.18 -0.53
H 6.4748 -0.4193 1.7620 -0.29 0.33 0.35
H 0.9666 0.6934 4.3628 0.24 0.64 -0.03
H -0.5972 0.4884 5.0257 -0.35 0.14 -0.18
H 0.0924 2.1167 5.1774 0.09 -0.13 -0.26
P -1.9912 -1.0312 0.2527 -1.13 -3.07 -1.67
P -0.5195 1.8365 -1.5559 -0.22 -0.45 -3.31
N -1.5048 -2.7458 0.0561 0.31 0.22 1.33
N -3.7039 -1.4130 0.3197 -0.67 0.93 0.27
N 0.5308 1.1124 -2.8081 0.95 -0.37 0.43
N -0.9623 3.1887 -2.5954 -0.61 1.03 0.52
C -1.8291 -0.7486 -1.5577 0.32 1.20 -0.73
C -2.0364 0.7687 -1.9269 -0.08 -0.48 0.11
C -1.0179 -3.4459 1.1640 0.05 -0.74 -0.94
C -0.9585 -4.7916 0.8374 0.04 0.59 -0.12
C -1.4538 -4.9354 -0.4957 -0.11 1.36 0.04
C -1.8158 -3.6687 -0.9399 0.66 -0.49 0.54
C -4.5131 -0.9194 1.3468 -0.52 -0.42 -0.71
C -5.8309 -1.2422 1.0754 0.92 0.20 0.06
C -5.8576 -1.9235 -0.1750 1.52 0.00 0.07
C -4.5388 -2.0356 -0.6101 -0.94 0.53 0.59
C 1.9424 1.0594 -2.7167 -0.40 -0.91 -1.12
C 2.4228 0.2235 -3.7291 -0.93 0.40 0.69
C 1.2800 -0.2800 -4.4544 -0.59 1.05 0.97
C 0.1531 0.3259 -3.9050 0.89 -0.50 0.27
C -0.9482 3.3695 -3.9869 -0.46 0.64 0.37
C -1.6575 4.5233 -4.2912 0.28 -0.81 1.03
C -2.1466 5.0640 -3.0572 0.31 -0.62 0.32
C -1.7064 4.2416 -2.0352 0.18 -0.11 -1.20
H -2.5254 -1.3413 -2.1904 0.34 0.35 0.79
H -0.8117 -1.1022 -1.8469 -0.54 0.39 0.22
H -2.3515 0.8148 -3.0043 0.36 0.42 1.12
H -2.8527 1.2157 -1.3075 0.39 -0.32 -0.51
H -0.7024 -2.9025 2.0442 -0.10 -0.15 -0.05
H -0.5497 -5.6049 1.4246 -0.13 0.29 0.09
H -1.4730 -5.8395 -1.0829 -0.16 0.02 0.05
H -2.2203 -3.3484 -1.8872 0.15 -0.18 0.12
H -4.0466 -0.3666 2.1417 -0.12 -0.02 0.24
H -6.6812 -1.0425 1.7031 0.00 0.14 0.05
H -6.7388 -2.2844 -0.6776 0.08 -0.13 -0.07
H -4.1534 -2.4942 -1.4995 -0.01 -0.04 0.00
H 2.4925 1.6223 -1.9685 -0.31 -0.15 -0.20
H 3.4640 -0.0151 -3.9374 -0.35 0.13 0.19
H 1.2553 -1.0280 -5.2381 0.12 0.35 -0.01
H -0.8888 0.2551 -4.1974 0.39 -0.12 0.08
H -0.4185 2.7015 -4.6467 0.00 0.01 0.17
H -1.8271 4.9431 -5.2699 0.13 -0.11 -0.01
H -2.7607 5.9473 -2.9577 0.13 -0.06 0.11
H -1.8312 4.2828 -0.9646 -0.06 0.15 -0.01
O 1.3341 3.2781 3.8290 -1.60 1.55 -1.30
N 0.2295 3.3726 3.2707 -0.16 0.05 0.66
O -0.7453 4.0615 3.7078 2.00 -0.88 -0.69
```
Forces are in eV/Å.

Output
Energy (Eh): -3664.76305
Multiplicity: 3
F_max (hartree/bohr): 0.0713
Energy above the lowest of the compared OMol25 structures with the same formula, charge and spin (kcal/mol): 0.00
LUMO level (alpha / beta) (eV): -1.075 / -1.178



(3)
C32H59NO8 | ωB97M-V/def2-TZVPD

Geometry as XYZ:
```
100
Properties=species:S:1:pos:R:3:forces:R:3
C 2.0900 -0.6817 -0.6951 0.61 0.71 0.46
C 1.9635 0.7250 -0.0392 -0.98 -0.17 -0.94
C 1.3246 1.7517 -1.0424 2.15 -0.56 1.38
O -0.0982 1.6572 -0.9433 -0.89 -0.86 -0.99
C -0.7397 2.0564 -2.0711 1.16 1.40 -0.40
O -0.2651 2.9217 -2.7698 -0.49 -0.83 0.01
O -1.9305 1.4717 -2.3432 0.12 -0.04 0.93
C -2.9518 2.0238 -1.4841 -0.89 1.37 0.64
C -4.3021 2.1315 -2.2088 0.69 -0.83 -0.79
C -4.9186 0.7149 -2.4175 0.29 0.07 -0.41
C -6.4596 0.6713 -2.4132 0.71 0.37 0.04
N -7.0763 0.8658 -1.1034 -0.08 -0.32 -0.08
C -7.0432 1.9193 -0.2243 -0.02 0.63 0.53
C -7.8299 1.6206 0.8592 -0.85 -0.82 0.48
C -8.4104 0.2999 0.6552 1.35 1.93 -0.54
C -7.8859 -0.0692 -0.5621 -1.64 -2.02 0.88
H 2.2945 -1.4214 0.0959 -0.38 0.03 -0.41
H 1.2092 -0.9301 -1.3036 0.19 -0.13 0.35
H 2.9836 -0.6679 -1.3426 -0.47 -0.15 0.01
H 1.3056 0.7007 0.8429 0.51 -0.01 -0.09
H 2.9812 1.0466 0.2332 -0.49 0.16 0.10
H 1.7150 1.4837 -2.0343 -0.58 0.37 0.01
H 1.7120 2.7425 -0.7531 -0.64 -0.07 -0.39
H -2.6407 3.0538 -1.2205 -0.04 -0.40 -0.03
H -3.0726 1.4688 -0.5395 0.29 -0.13 -0.42
H -4.0747 2.5557 -3.2050 -0.19 -0.02 0.40
H -4.9773 2.8474 -1.7261 0.34 -0.33 0.21
H -4.6092 0.4074 -3.4347 -0.18 -0.05 0.40
H -4.4429 -0.0277 -1.7365 -0.66 0.48 -0.15
H -6.8184 1.4531 -3.1068 -0.03 -0.37 0.19
H -6.7831 -0.3159 -2.7678 -0.05 0.39 0.07
H -6.5034 2.8477 -0.3703 -0.05 -0.40 -0.26
H -8.0362 2.2536 1.7196 0.26 -0.02 -0.35
H -9.0994 -0.2414 1.2936 0.25 0.09 -0.24
H -8.1686 -1.0350 -0.9851 0.66 0.50 -0.57
C -2.1229 -3.2321 0.1992 0.16 0.07 -0.19
C -2.2770 -2.5118 1.5272 -0.10 -0.06 0.25
C -3.1232 -1.3132 1.1374 -0.02 0.21 -0.11
O -3.9485 -1.7278 0.0402 0.17 -0.10 0.03
C -3.4806 -2.9920 -0.4457 -0.16 -0.07 0.08
H -1.8795 -4.2897 0.2978 -0.02 0.01 0.01
H -1.3372 -2.7547 -0.3922 0.01 -0.03 0.02
H -2.8263 -3.1447 2.2311 -0.01 0.03 0.00
H -1.3313 -2.2327 1.9867 0.02 0.00 -0.09
H -2.4974 -0.4813 0.7940 0.07 0.00 0.08
H -3.7543 -0.9593 1.9543 -0.09 0.02 -0.09
H -4.2048 -3.7579 -0.1465 0.04 -0.06 -0.05
H -3.4302 -2.9687 -1.5358 -0.06 0.08 0.01
C 2.0784 -5.4287 2.6493 0.22 0.06 0.05
C 0.9971 -5.2995 3.7104 -0.19 -0.15 0.00
C 0.5635 -3.8528 3.5384 0.12 0.21 0.01
O 0.7545 -3.5254 2.1571 0.11 -0.24 0.17
C 1.5232 -4.5604 1.5322 -0.16 0.00 -0.18
H 2.2671 -6.4550 2.3361 -0.02 0.02 -0.02
H 3.0160 -5.0071 3.0206 -0.01 -0.02 -0.03
H 0.1656 -5.9699 3.4771 0.00 0.02 0.03
H 1.3411 -5.5232 4.7197 0.00 0.03 -0.01
H 1.1864 -3.1772 4.1353 -0.02 -0.04 0.08
H -0.4818 -3.6923 3.8099 -0.01 0.05 -0.07
H 0.8531 -5.1326 0.8806 0.07 -0.04 -0.04
H 2.3055 -4.1127 0.9180 -0.07 0.08 0.00
C 1.0494 1.8222 5.2736 -0.11 0.19 -0.04
C 0.2609 0.5311 5.4308 0.07 -0.16 0.12
C 0.1403 0.0624 3.9893 -0.10 0.05 -0.19
O 1.3091 0.5286 3.3059 -0.09 0.05 0.26
C 1.9956 1.4730 4.1359 0.17 -0.14 -0.03
H 1.5701 2.1333 6.1786 0.01 -0.02 -0.02
H 0.3803 2.6314 4.9694 0.03 0.00 0.02
H 0.8414 -0.1903 6.0120 -0.03 0.00 0.00
H -0.7050 0.6613 5.9178 0.00 0.00 -0.03
H -0.7360 0.5018 3.4999 -0.07 -0.05 0.05
H 0.0772 -1.0239 3.9033 0.06 0.03 -0.09
H 2.9070 0.9944 4.5100 0.03 0.09 0.04
H 2.2795 2.3430 3.5419 0.00 -0.06 -0.08
C 3.9630 -1.3781 -5.8974 0.12 0.19 -0.05
C 4.7467 -2.6397 -5.5693 -0.09 -0.20 -0.05
C 5.0029 -2.4689 -4.0802 0.11 0.14 0.12
O 3.8969 -1.7265 -3.5549 0.08 -0.03 -0.23
C 3.1282 -1.1945 -4.6402 -0.18 -0.12 0.11
H 3.3590 -1.4574 -6.8005 -0.01 -0.01 0.03
H 4.6487 -0.5355 -6.0183 -0.03 0.00 -0.01
H 4.1228 -3.5203 -5.7434 0.03 0.00 0.00
H 5.6628 -2.7524 -6.1482 0.00 0.02 0.03
H 5.9157 -1.8917 -3.8973 0.06 -0.07 -0.04
H 5.0842 -3.4219 -3.5554 -0.05 0.05 0.07
H 2.1914 -1.7590 -4.6996 -0.03 0.07 -0.07
H 2.8907 -0.1483 -4.4413 0.01 -0.03 0.09
C 5.3758 5.9434 -0.7084 0.17 -0.08 -0.13
C 4.0515 5.1975 -0.7711 -0.20 0.10 0.03
C 4.2704 4.0871 0.2450 0.15 -0.13 -0.04
O 5.1625 4.6088 1.2355 -0.06 0.05 -0.15
C 5.7207 5.8412 0.7685 -0.11 0.09 0.18
H 5.3183 6.9726 -1.0611 -0.01 -0.01 0.03
H 6.1264 5.4192 -1.3057 0.00 0.03 0.01
H 3.2405 5.8520 -0.4416 -0.01 -0.03 -0.02
H 3.8036 4.8227 -1.7637 0.01 -0.01 0.02
H 4.7475 3.2154 -0.2172 -0.08 -0.03 -0.04
H 3.3412 3.7626 0.7169 0.07 0.00 0.12
H 5.2649 6.6573 1.3399 0.06 0.07 -0.04
H 6.7960 5.8477 0.9520 -0.02 -0.07 0.07
```
Forces are in eV/Å.

Output
Energy (Eh): -1911.25614
F_max (hartree/bohr): 0.0535
SMILES: CCCOC(=O)OCCCCn1cccc1.C1CCOC1.C1CCOC1.C1CCOC1.C1CCOC1.C1CCOC1
LUMO level (eV): 0.756



(4)
C21H24BBrClN2O17PS | ωB97M-V/def2-TZVPD

Geometry as XYZ:
```
69
Properties=species:S:1:pos:R:3:forces:R:3
O -2.1967 -0.3052 0.9943 0.28 -0.11 -0.41
C -1.4055 -0.3115 0.0881 -0.40 0.03 0.78
O -1.6527 -1.0427 -1.0610 0.42 0.07 -0.08
C -0.1354 0.4822 0.0817 -0.12 0.24 -0.54
C 1.0663 -0.2242 -0.5687 -0.12 0.11 0.51
C 1.2789 -1.6878 -0.2386 0.09 -0.10 -0.32
C 1.4091 -2.1851 1.1150 0.04 0.34 0.07
Br 1.3494 -0.9129 2.5242 -0.01 0.20 -0.03
C 1.6141 -3.4864 1.4593 0.10 -0.31 0.31
B 1.7648 -4.0546 2.9482 0.15 -0.26 -0.02
O 2.4119 -3.3765 3.9523 -0.07 0.13 -0.43
O 1.3069 -5.3071 3.2292 -0.59 0.44 0.47
C 1.7024 -4.4080 0.3718 0.03 0.11 -0.20
N 1.9070 -5.7274 0.4702 -0.08 -0.09 0.03
S 1.9350 -6.2966 -1.0222 0.00 -0.12 0.01
N 1.7067 -4.9633 -1.8636 -0.08 -0.02 -0.10
C 1.6024 -3.9655 -0.9809 -0.03 0.10 0.14
C 1.4056 -2.5814 -1.2796 0.02 -0.09 -0.36
P 1.3493 -1.9580 -3.0393 -0.10 0.30 -0.07
O 0.0073 -2.7441 -3.5651 0.06 0.07 0.13
Cl 2.8601 -3.0328 -3.9357 0.09 -0.16 0.06
H -1.4735 -1.9686 -0.8587 -0.29 -0.09 0.05
H -0.3353 1.3640 -0.5351 -0.03 0.00 -0.05
H 0.0445 0.8669 1.0748 0.01 -0.09 0.09
H 0.9384 -0.1190 -1.6402 0.09 -0.07 -0.02
H 1.9645 0.3417 -0.3234 0.00 0.01 0.17
H 1.7879 -3.0466 4.6048 0.21 -0.12 0.32
H 0.5770 -5.5933 2.6743 0.32 -0.32 -0.36
H -0.4942 -3.0998 -2.8257 -0.05 -0.32 -0.13
C 0.6885 4.5179 -2.5622 -0.01 0.09 -0.06
C 2.1290 4.9928 -2.5098 -0.02 0.03 -0.12
O 2.5684 4.4821 -1.2466 0.00 0.05 -0.02
C 1.7947 3.4281 -0.9172 0.07 0.01 -0.05
O 2.0072 2.6789 -0.0215 0.02 0.04 0.07
O 0.7359 3.3334 -1.7590 -0.05 0.02 -0.02
H 0.3437 4.2774 -3.5637 0.01 -0.14 0.03
H -0.0012 5.2260 -2.1003 0.02 0.01 0.02
H 2.7426 4.5524 -3.2968 -0.01 -0.03 0.00
H 2.2326 6.0737 -2.5324 0.03 0.00 0.14
C -3.9508 1.8266 4.6272 -0.02 -0.04 -0.04
C -2.9651 1.6391 3.4916 -0.08 -0.12 0.02
O -1.9564 2.6093 3.8052 -0.02 -0.01 -0.04
C -2.0039 2.8607 5.1352 -0.04 -0.03 -0.04
O -1.1931 3.4905 5.7317 0.06 0.05 0.05
O -3.1024 2.2971 5.6854 -0.01 -0.03 -0.02
H -4.4548 0.9108 4.9230 0.04 0.02 0.13
H -4.6976 2.5878 4.4107 0.01 0.04 0.02
H -2.5104 0.6489 3.4837 0.01 0.00 -0.01
H -3.3864 1.8364 2.5102 0.09 0.10 -0.02
C 7.8071 -1.8603 -4.5494 0.05 -0.08 -0.03
C 7.0536 -2.0518 -5.8523 0.08 -0.05 -0.05
O 5.7363 -1.6163 -5.5073 0.06 0.02 0.01
C 5.8277 -0.7729 -4.4501 -0.04 -0.02 -0.02
O 4.9379 -0.1114 -4.0313 -0.06 0.08 0.02
O 7.0835 -0.7883 -3.9401 0.04 -0.04 0.00
H 8.8480 -1.5801 -4.6848 -0.03 0.12 0.04
H 7.7492 -2.7366 -3.9017 -0.03 -0.01 -0.01
H 7.4362 -1.4154 -6.6522 0.01 0.02 0.02
H 7.0285 -3.0831 -6.1934 -0.13 -0.01 0.03
C -8.7078 2.2122 1.9225 -0.01 0.09 -0.06
C -7.3084 2.7903 2.0257 -0.03 0.03 -0.09
O -6.8793 2.3065 3.3032 -0.03 0.05 -0.11
C -7.5923 1.1906 3.6019 0.02 0.01 -0.02
O -7.3508 0.4645 4.5069 0.04 -0.06 0.06
O -8.6046 1.0293 2.7213 -0.04 0.02 -0.02
H -8.9989 1.9539 0.9085 0.01 -0.13 0.03
H -9.4625 2.8668 2.3608 0.02 0.01 0.02
H -6.6380 2.3993 1.2585 -0.01 -0.03 0.00
H -7.2825 3.8762 2.0086 0.02 0.00 0.13
```
Forces are in eV/Å.

Output
Energy (Eh): -6002.01403
F_max (hartree/bohr): 0.0171
LUMO level (eV): -1.109



Which of these has the highest energy? C5H12N3



F_max of number 4 (C21H24BBrClN2O17PS)? 0.0171 hartree/bohr



Among the records above, which one has the highest F_max? C5H12N3



Which of these has the lowest energy? C21H24BBrClN2O17PS